{"formula": "C35H25N5NiS", "method": "ωB97M-V/def2-TZVPD", "spin_multiplicity": 3, "charge": 0, "homo_lumo_gap_ha": [0.236, 0.261], "largest_force_ev_per_a": 3.32, "total_energy_ev": -96026.875, "lumo_ev": [-0.597, -0.605], "s2": 2.01, "symbols": ["Ni", "C", "C", "C", "C", "C", "C", "C", "C", "C", "C", "C", "C", "C", "C", "C", "N", "H", "H", "H", "H", "H", "H", "H", "H", "H", "H", "S", "C", "C", "C", "C", "C", "C", "C", "C", "C", "N", "H", "H", "H", "H", "H", "H", "C", "C", "N", "C", "C", "C", "C", "C", "C", "C", "C", "N", "C", "N", "H", "H", "H", "H", "H", "H", "H", "H", "H"], "coordinates": [[-0.043797, -0.649400, 1.392507], [0.992595, -2.704569, 5.036931], [2.312027, -2.379544, 5.310270], [2.971546, -1.497768, 4.468818], [2.309006, -0.986176, 3.353719], [0.972814, -1.279645, 3.037511], [0.340373, -2.134827, 3.958647], [3.051194, -0.145636, 2.380215], [4.437745, 0.204219, 2.471815], [5.026008, 0.993426, 1.507736], [4.271193, 1.507190, 0.423466], [4.735729, 2.415041, -0.565848], [3.941578, 2.912654, -1.517762], [2.631650, 2.480411, -1.596901], [2.123512, 1.575769, -0.682895], [2.889984, 1.127314, 0.430958], [2.312774, 0.339241, 1.359388], [0.426335, -3.366694, 5.649190], [2.787432, -2.815755, 6.166735], [4.028057, -1.314784, 4.768044], [-0.686981, -2.416735, 3.721471], [4.981241, 0.030262, 3.405531], [6.100967, 1.302658, 1.667751], [5.735868, 2.840494, -0.475114], [4.278577, 3.578413, -2.376512], [1.952880, 2.794069, -2.350105], [1.047843, 1.307895, -0.662373], [-4.399523, -0.814866, 1.709112], [-3.999460, -2.431284, 2.027294], [-2.658701, -2.707926, 1.955911], [-1.895607, -1.532747, 1.448676], [-2.750733, -0.471394, 1.396395], [-2.333835, 0.911860, 1.205588], [-3.214213, 2.012595, 0.993216], [-2.723754, 3.270766, 0.834266], [-1.353972, 3.510517, 0.931390], [-0.563136, 2.390066, 1.227381], [-0.999655, 1.144141, 1.379665], [-4.841852, -3.084169, 2.248060], [-2.185663, -3.721721, 2.140335], [-4.258983, 1.771787, 1.092060], [-3.449213, 4.064389, 0.878727], [-0.910606, 4.501745, 0.913178], [0.538603, 2.505287, 1.244454], [1.631657, -2.500029, -1.796370], [1.292468, -1.767465, -0.707415], [0.218221, -0.887661, -0.677537], [-0.460621, -0.779750, -1.804834], [-0.039268, -1.298960, -3.035709], [1.021488, -2.211770, -3.020265], [-0.578281, -0.935221, -4.425289], [-1.678905, -0.401130, -4.896016], [-2.886020, 0.066451, -4.319961], [-3.798796, 0.781700, -5.090058], [-5.013633, 0.974962, -4.466932], [-5.264364, 0.766992, -3.178274], [-4.326017, 0.088157, -2.517496], [-3.178128, -0.277342, -3.001966], [2.534802, -3.181363, -1.716137], [1.888481, -1.852932, 0.249689], [-1.198861, -0.028495, -1.765265], [1.369339, -2.631495, -3.993861], [0.243401, -1.096116, -5.073818], [-1.725538, -0.222799, -5.965087], [-3.632647, 1.051075, -6.150906], [-5.817418, 1.502673, -5.051536], [-4.529213, -0.196077, -1.503865]], "forces_ev_per_a": [[0.90, -0.26, 0.44], [-0.20, 0.48, -0.30], [-0.46, 0.13, -0.25], [0.75, -0.59, 0.94], [0.69, 0.45, -0.68], [-0.42, -0.41, 0.85], [-0.09, 0.00, -0.91], [-0.56, 1.00, -0.99], [-0.17, 0.66, 0.15], [1.04, 0.36, 0.76], [-0.68, -0.31, 0.45], [1.64, 0.11, 1.46], [-0.01, 1.21, -2.76], [-1.45, -1.65, 1.05], [-0.92, 0.70, 0.55], [0.89, 0.22, -1.32], [0.58, -0.63, 0.80], [-0.12, -0.53, 0.58], [0.34, -0.05, 0.25], [-0.83, 0.23, -0.73], [0.16, 0.02, 0.38], [-0.12, -0.40, -0.57], [-1.30, -0.35, -0.38], [0.03, -0.50, 0.01], [-0.06, -0.70, 1.61], [-0.26, 0.47, -0.72], [0.96, 0.17, -0.34], [-0.52, -0.07, 0.00], [-0.16, -0.93, 0.37], [0.90, 0.27, -1.23], [-0.21, -0.80, 1.59], [0.05, 0.86, -0.52], [0.31, 0.93, 0.40], [0.63, -2.20, 0.38], [-0.02, 0.73, 0.95], [0.23, -1.09, 0.45], [1.19, 1.06, -0.71], [-1.31, 0.02, -0.87], [0.42, -0.07, 0.11], [-0.83, 1.41, -0.25], [-0.32, 0.34, -0.37], [0.01, 0.45, -0.55], [-0.12, -0.23, -0.17], [-0.79, -0.05, 0.39], [1.87, -0.91, -0.93], [-0.76, 0.92, 1.99], [1.85, -2.29, -0.45], [0.92, 1.03, -0.15], [-0.53, -0.56, -1.05], [-0.28, 0.20, -0.49], [1.47, -0.57, 2.92], [0.14, 0.50, -1.55], [-1.59, -0.18, 2.55], [0.24, -0.95, -0.07], [-1.34, 2.20, -0.34], [-0.53, -0.57, -0.58], [-0.31, 0.59, -0.32], [1.40, -0.06, -2.14], [-1.37, 0.83, -0.23], [-0.87, 0.10, -1.17], [-1.15, 0.34, -0.11], [-0.21, 0.21, 1.05], [0.31, -0.28, -1.15], [0.48, -0.12, -0.16], [-0.07, -0.25, 0.87], [0.67, -0.66, 0.72], [-0.15, 0.03, 0.52]]}


{"formula": "C24H50FO14PS7", "method": "ωB97M-V/def2-TZVPD", "charge": 0, "homo_lumo_gap_ha": 0.378, "largest_force_ev_per_a": 0.78, "total_energy_ev": -142214.824, "smiles": "O=S1(=O)CCCC1.O=S1(=O)CCCC1.O=S1(=O)CCCC1.O=S1(=O)CCCC1.O=S1(=O)CCCC1.O=S1(=O)CCCC1.O=S(=O)(F)P", "lumo_ev": 0.264, "symbols": ["O", "S", "O", "C", "C", "C", "C", "H", "H", "H", "H", "H", "H", "H", "H", "O", "S", "O", "C", "C", "C", "C", "H", "H", "H", "H", "H", "H", "H", "H", "O", "S", "O", "C", "C", "C", "C", "H", "H", "H", "H", "H", "H", "H", "H", "O", "S", "O", "C", "C", "C", "C", "H", "H", "H", "H", "H", "H", "H", "H", "O", "S", "O", "C", "C", "C", "C", "H", "H", "H", "H", "H", "H", "H", "H", "O", "S", "O", "C", "C", "C", "C", "H", "H", "H", "H", "H", "H", "H", "H", "O", "S", "O", "F", "P", "H", "H"], "coordinates": [[0.639228, 1.380459, -0.571565], [2.016773, 1.044546, -0.868145], [2.622326, 1.605474, -2.053517], [3.014734, 1.385724, 0.582513], [2.949332, 0.077983, 1.367476], [3.116601, -1.048991, 0.334680], [2.181941, -0.739641, -0.832374], [2.579925, 2.242021, 1.093485], [4.021631, 1.620949, 0.238086], [3.702471, 0.033441, 2.151212], [1.961003, -0.038268, 1.801604], [4.143270, -1.097930, -0.022695], [2.860249, -2.014200, 0.772882], [2.571743, -1.073717, -1.792252], [1.177921, -1.135770, -0.668632], [0.346118, -2.801222, 1.768303], [-0.248741, -1.727597, 2.528252], [0.618942, -0.846925, 3.287053], [-1.311752, -0.754255, 1.481879], [-2.671458, -1.430166, 1.615524], [-2.836956, -1.745257, 3.112027], [-1.531271, -2.394179, 3.594521], [-0.898994, -0.753758, 0.478471], [-1.315681, 0.256487, 1.889997], [-3.465824, -0.783646, 1.247574], [-2.683270, -2.346433, 1.024011], [-3.018677, -0.822658, 3.665868], [-3.685238, -2.400133, 3.300505], [-1.276454, -2.148128, 4.621969], [-1.526951, -3.474581, 3.465414], [-1.117149, -2.221909, -1.079688], [-1.006684, -2.921794, -2.337810], [-1.900524, -4.010900, -2.631726], [-1.017805, -1.707352, -3.653402], [0.451272, -1.326951, -3.813315], [1.243273, -2.641717, -3.743972], [0.709734, -3.430106, -2.543772], [-1.665432, -0.885854, -3.355610], [-1.414466, -2.198866, -4.541387], [0.621652, -0.797870, -4.749070], [0.749094, -0.663726, -2.997851], [1.085997, -3.212102, -4.661208], [2.313793, -2.467969, -3.643394], [0.723769, -4.507530, -2.683335], [1.224283, -3.174104, -1.619292], [-4.806165, -0.589316, 5.816209], [-4.461412, 0.109224, 7.029685], [-5.484692, 0.459256, 7.978103], [-3.135269, -0.784304, 7.840845], [-1.864785, -0.188724, 7.243373], [-2.090505, 1.328376, 7.194568], [-3.483654, 1.562716, 6.600751], [-3.273734, -1.845397, 7.648460], [-3.215414, -0.581228, 8.908196], [-0.988480, -0.450334, 7.833802], [-1.712210, -0.571719, 6.232220], [-2.045467, 1.736953, 8.205511], [-1.327015, 1.829517, 6.602370], [-3.988652, 2.434365, 7.007831], [-3.465441, 1.619001, 5.514183], [-4.422753, 3.021232, -2.582726], [-3.736738, 3.862006, -3.532191], [-2.392325, 3.531409, -3.935064], [-4.783167, 4.064596, -4.975731], [-5.628056, 5.292603, -4.654492], [-4.663726, 6.313073, -4.032688], [-3.827723, 5.572017, -2.984624], [-5.349871, 3.147508, -5.116326], [-4.125899, 4.236084, -5.827729], [-6.113764, 5.682548, -5.547712], [-6.407214, 5.027107, -3.937208], [-4.008974, 6.715658, -4.807561], [-5.193266, 7.151006, -3.582989], [-2.813950, 5.951109, -2.899227], [-4.306512, 5.566866, -2.007305], [4.162606, -4.071960, -2.655121], [5.238807, -3.295511, -2.090505], [5.101769, -1.866097, -1.970315], [5.700998, -4.012153, -0.514777], [6.774702, -5.033198, -0.875913], [7.680966, -4.348018, -1.908849], [6.770178, -3.689452, -2.951743], [4.809787, -4.433886, -0.056149], [6.097049, -3.206371, 0.102805], [7.329774, -5.349252, 0.005390], [6.309487, -5.918025, -1.314537], [8.287601, -3.587215, -1.414929], [8.361026, -5.054671, -2.380743], [7.170298, -2.764098, -3.356671], [6.508705, -4.367228, -3.761710], [0.927397, 7.029610, -0.839206], [0.061365, 6.159839, -1.572479], [-0.737835, 6.681413, -2.643297], [-0.969914, 5.574636, -0.512741], [1.168957, 4.408723, -2.184238], [0.573562, 4.386005, -3.456447], [0.342205, 3.486813, -1.521858]], "forces_ev_per_a": [[0.00, 0.00, 0.01], [0.00, -0.06, 0.18], [-0.06, 0.07, -0.11], [0.04, -0.13, 0.01], [-0.14, -0.12, -0.48], [0.18, -0.01, 0.21], [0.07, -0.15, 0.07], [-0.03, 0.02, -0.04], [0.00, -0.01, -0.04], [-0.06, 0.01, 0.06], [0.10, 0.20, 0.32], [0.01, 0.07, -0.03], [-0.03, 0.00, 0.02], [0.05, 0.08, 0.04], [0.01, 0.06, 0.02], [0.14, -0.03, 0.00], [0.10, 0.24, 0.07], [-0.11, -0.19, 0.12], [-0.14, 0.05, 0.05], [0.06, -0.05, 0.10], [0.00, -0.01, -0.05], [-0.23, 0.03, -0.03], [-0.03, 0.02, 0.01], [0.02, 0.00, 0.03], [-0.02, 0.00, 0.00], [0.02, 0.01, -0.03], [-0.01, 0.00, 0.01], [-0.02, 0.01, 0.02], [0.06, -0.02, 0.00], [0.03, 0.00, -0.08], [-0.11, 0.00, 0.04], [0.23, -0.03, -0.19], [-0.07, 0.01, 0.03], [0.05, 0.06, -0.06], [-0.05, -0.06, 0.03], [-0.04, 0.09, 0.04], [0.06, -0.05, -0.09], [-0.03, -0.02, 0.04], [0.01, -0.01, -0.01], [0.01, 0.02, 0.00], [-0.09, 0.01, -0.13], [0.00, 0.00, -0.01], [-0.01, -0.05, -0.02], [0.01, -0.01, 0.01], [-0.05, -0.05, 0.00], [0.00, -0.03, -0.05], [0.08, 0.04, 0.01], [-0.05, -0.02, 0.01], [0.11, 0.01, 0.00], [-0.04, 0.02, -0.01], [-0.03, -0.02, -0.01], [0.10, 0.05, 0.04], [-0.05, 0.00, -0.01], [-0.01, 0.00, 0.01], [0.02, 0.00, -0.01], [0.00, -0.01, 0.00], [-0.01, -0.01, 0.01], [0.01, 0.01, 0.00], [-0.04, 0.00, -0.02], [-0.03, -0.04, -0.01], [0.00, -0.02, 0.02], [-0.05, 0.06, -0.01], [0.07, -0.03, 0.00], [-0.05, 0.05, -0.05], [0.03, 0.00, 0.03], [0.00, -0.09, -0.03], [-0.02, 0.15, 0.00], [0.03, -0.03, 0.03], [0.02, 0.00, 0.00], [-0.01, 0.01, 0.00], [-0.01, -0.01, 0.00], [0.01, -0.01, -0.01], [-0.01, 0.01, 0.00], [0.02, -0.02, 0.03], [-0.01, -0.09, 0.01], [-0.08, 0.03, -0.03], [0.18, -0.07, 0.03], [-0.07, 0.06, -0.11], [0.06, -0.06, 0.03], [-0.01, 0.01, -0.05], [-0.04, 0.01, 0.00], [0.10, -0.07, 0.04], [-0.04, 0.03, -0.02], [0.00, 0.02, 0.00], [0.01, -0.01, 0.00], [-0.01, -0.01, 0.01], [-0.01, 0.01, 0.01], [0.02, 0.00, 0.00], [-0.04, 0.02, -0.03], [-0.05, -0.01, 0.01], [-0.32, -0.27, -0.05], [-0.04, 0.42, -0.33], [0.15, -0.04, 0.33], [0.06, 0.05, -0.03], [0.77, 0.00, 0.15], [-0.33, -0.14, 0.06], [-0.27, 0.06, -0.16]]}